A cluster of 2 separate species, C4H14N2 in total in a non-equilibrium geometry. Source: OMol25; level of theory: ωB97M-V/def2-TZVPD.

Values from the calculation:
E_HOMO: -0.29616 Eh
Total energy: -270.23261 hartree
Energy relative to the best compared isomer or geometry (same formula, charge and spin): 39.50 kcal per mole
Orbital gap: 9.073 eV

Positions of all 20 atoms, in Å:
C (1.688480, -0.936904, -0.090736)
N (1.487010, 0.302255, 0.513195)
C (2.205211, 1.479815, 0.121538)
H (2.667598, -1.370343, 0.089656)
H (1.613643, -1.038585, -1.243525)
H (0.998850, -1.643157, 0.302867)
H (0.528921, 0.583593, 0.633532)
H (3.216367, 1.630781, 0.563183)
H (2.361536, 1.438041, -1.049357)
H (1.694316, 2.420751, 0.384077)
C (-2.222189, -1.033030, 0.799930)
N (-1.502388, 0.181095, 0.417959)
C (-1.315580, 0.279454, -0.967012)
H (-1.885033, -1.901486, 0.221178)
H (-3.366802, -1.100873, 0.679581)
H (-2.307667, -1.222577, 1.921613)
H (-1.921758, 1.002978, 0.816572)
H (-0.885698, 1.269594, -1.217706)
H (-0.691560, -0.442812, -1.389182)
H (-2.363254, 0.101413, -1.507364)

Atomic forces in eV per Å
C 0.8 -1.1 -2.3
N -0.2 2.1 1.4
C 1.4 0.2 -2.4
H 0.4 0.2 0.4
H -0.2 0.7 1.1
H -0.8 -0.6 0.4
H -0.3 -0.8 0.1
H -0.4 -0.6 -0.2
H -0.1 0.5 1.8
H -0.3 -0.6 -0.2
C -2.2 -0.6 1.6
N -0.3 -1.3 1.9
C -3.2 1.6 -2.1
H 0.4 0.2 0.5
H 1.1 0.9 -0.9
H 1.4 0.2 -1.2
H -0.2 0.1 0.0
H -0.4 -0.5 -0.1
H 1.2 -1.3 -0.3
H 1.9 0.7 0.5